A structure of composition C26H28BrF3NO2TcTe at a distorted geometry. Source: the Open Molecules 2025 dataset; level of theory: wB97M-V/def2-TZVPD.

Atoms and positions in Å:
1 H -0.981 -2.789 1.201
2 O -1.046 2.676 -1.046
3 C 3.599 3.717 -0.874
4 H 4.619 3.403 -2.803
5 C 0.697 0.036 2.073
6 C 1.331 2.910 -2.139
7 H -2.141 -3.379 -2.937
8 C 0.048 -2.608 -3.088
9 F -4.386 1.235 -2.678
10 C 1.501 -3.443 -1.209
11 H 2.502 -1.226 3.926
12 H -3.319 1.276 4.703
13 C 0.229 -3.745 -0.368
14 H 0.314 -3.467 -3.681
15 H -0.624 -5.003 -1.951
16 H 2.472 3.903 0.890
17 C -0.091 2.975 -0.206
18 C 1.235 3.221 -0.792
19 H -2.163 -1.025 -2.089
20 H 1.973 -0.198 5.253
21 C -1.275 -3.034 -2.331
22 H 1.473 -0.775 -0.609
23 H -2.720 2.753 4.058
24 C -1.578 0.911 2.326
25 Te -4.535 0.457 0.076
26 Br 5.186 4.088 0.080
27 C -0.154 0.662 4.235
28 H 2.277 -3.114 -0.505
29 C -0.220 -2.506 0.436
30 H 2.074 -1.887 -2.522
31 C 0.669 -0.996 -1.324
32 H 0.471 2.689 -2.687
33 C -0.925 -4.154 -1.349
34 H -2.656 -2.204 -0.883
35 Tc -2.338 1.246 -0.459
36 H -1.949 2.103 5.454
37 H 0.504 -0.162 -1.988
38 C -0.672 0.263 1.541
39 C 2.391 3.595 -0.140
40 H 0.762 -2.213 0.882
41 H 0.021 0.728 5.278
42 H 2.553 2.686 -3.949
43 H -0.086 -1.736 -3.746
44 O -0.257 3.111 1.012
45 N -1.104 -0.134 0.265
46 C 1.109 -2.231 -2.081
47 F -2.651 2.510 -3.051
48 H 0.409 -4.613 0.269
49 C -0.618 -1.364 -0.509
50 C -2.395 1.825 4.524
51 C -3.437 2.058 -2.043
52 H 2.951 0.501 3.911
53 H 1.835 -4.332 -1.839
54 H -2.494 1.148 1.749
55 C 3.690 3.319 -2.256
56 H 1.527 -0.399 1.442
57 C -1.778 -1.839 -1.451
58 C 0.893 0.211 3.402
59 C 2.127 -0.201 4.119
60 C -1.355 1.085 3.684
61 C 2.506 2.932 -2.882
62 F -4.209 3.085 -1.597
63 H -1.793 -4.538 -0.726

Properties
Electronic energy = -4435.23805 Eh
2S+1 = 4
HOMO level (spin up / spin down) = -3.863 / -4.315 eV
Relative energy (zero: lowest compared OMol25 entry of this formula, charge and spin) = 0.0 kcal/mol
F_max = 0.0775 Eh/bohr
Kohn-Sham gap (spin up / spin down) = 5.904 / 6.711 eV
Charge = -1